{"formula": "C39H75ClN13O20", "method": "ωB97M-V/def2-TZVPD", "gap_ev": 7.025, "max_force_ev_per_a": 2.98, "charge": 1, "species": ["C", "C", "N", "C", "C", "Cl", "C", "C", "C", "O", "N", "C", "N", "C", "C", "C", "C", "C", "C", "C", "C", "C", "C", "C", "C", "C", "C", "C", "N", "C", "C", "C", "C", "C", "C", "C", "O", "H", "H", "H", "H", "H", "H", "H", "H", "H", "H", "H", "H", "H", "H", "H", "H", "H", "H", "H", "H", "H", "H", "H", "H", "H", "H", "H", "H", "H", "H", "H", "H", "H", "H", "H", "H", "H", "H", "H", "H", "H", "H", "H", "H", "H", "H", "H", "H", "C", "N", "O", "O", "H", "H", "H", "C", "N", "O", "O", "H", "H", "H", "C", "N", "O", "O", "H", "H", "H", "C", "N", "O", "O", "H", "H", "H", "C", "N", "O", "O", "H", "H", "H", "C", "N", "O", "O", "H", "H", "H", "C", "N", "O", "O", "H", "H", "H", "C", "N", "O", "O", "H", "H", "H", "C", "N", "O", "O", "H", "H", "H"], "xyz": [[4.979495, 2.562356, 2.838169], [4.110896, 1.697403, 2.820427], [3.113347, 0.766877, 2.751688], [2.611029, 0.321405, 4.075215], [1.213536, 0.914016, 4.386833], [0.827682, 0.835536, 6.122214], [0.935895, 2.306277, 3.769896], [1.378977, 3.518480, 4.624600], [2.757883, 3.407677, 5.275947], [3.479750, 4.377014, 5.351544], [1.418237, 2.418972, 2.365166], [2.041875, 1.235605, 1.941914], [1.694252, 0.611005, 0.884955], [0.623974, 1.082471, 0.010339], [1.170456, 1.507417, -1.393378], [0.286780, 1.015110, -2.538347], [-1.199338, 1.444234, -2.365364], [-2.107495, 0.266983, -1.970910], [-3.601520, 0.512673, -2.304929], [-4.480443, 0.015090, -1.138301], [-4.202841, -1.466151, -0.792633], [-3.659689, -1.674557, 0.650080], [-4.736611, -2.269677, 1.564536], [-4.352351, -2.294211, 3.050153], [-3.115752, -3.165753, 3.348779], [2.444881, -0.614630, 0.503816], [1.690929, -1.547137, -0.437867], [2.562500, -2.816345, -0.594163], [3.557588, -2.506467, -1.650474], [4.136925, -3.734218, -2.220404], [4.486495, -4.787600, -1.158400], [5.533126, -4.498426, -0.338982], [5.898096, -5.372578, 0.649822], [5.179180, -6.517982, 0.778150], [4.131837, -6.825905, -0.031022], [3.781752, -5.964193, -1.024205], [2.754348, -6.242995, -1.889603], [5.867189, 3.141408, 2.909176], [2.458938, -0.761446, 4.003848], [3.341480, 0.464660, 4.866332], [0.503671, 0.229162, 3.914861], [-0.154325, 2.393602, 3.724263], [1.417639, 4.422846, 4.008864], [0.637691, 3.726933, 5.398849], [3.131861, 2.471470, 5.735740], [2.076655, 3.190434, 2.281572], [-0.136604, 0.317483, -0.145039], [0.102581, 1.947809, 0.403725], [2.213408, 1.204641, -1.531040], [1.170052, 2.601168, -1.416696], [0.722907, 1.401306, -3.463205], [0.281599, -0.076258, -2.637282], [-1.538788, 1.782151, -3.347470], [-1.275341, 2.237720, -1.610424], [-2.072678, 0.092323, -0.887887], [-1.797390, -0.634819, -2.509440], [-3.761124, 1.594470, -2.378746], [-3.911656, 0.000059, -3.215950], [-5.530402, 0.139255, -1.421915], [-4.322052, 0.652962, -0.260254], [-5.127905, -2.032188, -0.889498], [-3.481577, -1.914669, -1.477657], [-3.208868, -0.766232, 1.066248], [-2.857080, -2.422606, 0.586040], [-4.982244, -3.290671, 1.263043], [-5.623658, -1.629793, 1.475630], [-4.217073, -1.294613, 3.474535], [-5.187618, -2.759175, 3.589059], [-3.141692, -4.121841, 2.825115], [-3.123400, -3.369002, 4.424791], [-2.183022, -2.629620, 3.156618], [3.334576, -0.271149, -0.033934], [2.769540, -1.204299, 1.355793], [0.708444, -1.837245, -0.050579], [1.563932, -1.155054, -1.443898], [3.087679, -3.016260, 0.351336], [1.965191, -3.689893, -0.854749], [4.318381, -2.035738, -1.169732], [3.467834, -4.153534, -2.976045], [5.070150, -3.508040, -2.740351], [6.079533, -3.572540, -0.489772], [6.745798, -5.119359, 1.275075], [5.452533, -7.214193, 1.564456], [3.575769, -7.744644, 0.105937], [2.256297, -5.429567, -2.006622], [-0.708537, 5.156779, 0.849768], [-0.541560, 4.835155, -0.592035], [-1.485820, 4.343371, -1.172481], [0.537325, 5.089098, -1.092264], [-1.711647, 4.877230, 1.153361], [0.036120, 4.587617, 1.399902], [-0.547858, 6.226264, 0.960383], [2.276781, 8.820598, -0.056501], [0.897690, 9.049599, 0.450081], [0.239962, 8.069999, 0.768255], [0.514741, 10.190290, 0.510590], [2.474376, 7.754337, -0.054870], [2.322707, 9.221703, -1.065786], [2.961500, 9.343328, 0.605285], [-0.360389, -2.516806, -5.456737], [-1.456173, -1.893563, -4.665072], [-2.059802, -0.967309, -5.163485], [-1.674942, -2.353698, -3.563632], [-0.285085, -2.002544, -6.408032], [0.556749, -2.411875, -4.883397], [-0.615803, -3.562872, -5.598793], [8.075859, -1.964726, 3.713595], [7.847394, -2.986578, 2.655770], [8.236810, -2.736303, 1.535960], [7.282304, -4.007325, 2.991161], [8.585316, -1.117011, 3.270084], [7.103981, -1.676147, 4.103257], [8.685245, -2.425074, 4.485676], [2.438292, -5.568791, 3.464001], [1.797139, -4.366729, 2.865185], [2.519615, -3.564824, 2.298827], [0.598296, -4.262336, 2.976488], [3.505887, -5.518443, 3.279341], [2.222947, -5.555226, 4.528709], [2.001887, -6.441618, 2.987167], [-8.735238, -1.428088, 3.237172], [-8.746621, -2.470806, 2.175101], [-8.291214, -2.173041, 1.087910], [-9.209916, -3.547591, 2.470127], [-8.294612, -0.525147, 2.830224], [-9.764781, -1.257967, 3.537906], [-8.144752, -1.811968, 4.063992], [-0.488541, 8.882291, -2.946624], [0.394110, 10.056495, -3.195365], [1.597147, 9.893719, -3.084618], [-0.147388, 11.092698, -3.490639], [0.131580, 8.028314, -2.694138], [-1.150150, 9.141662, -2.124148], [-1.050592, 8.698132, -3.857215], [-7.974313, -2.901770, -2.114116], [-7.079003, -2.915960, -3.303783], [-5.985500, -2.396601, -3.193211], [-7.504602, -3.448122, -4.304210], [-7.466510, -2.397799, -1.300832], [-8.879977, -2.371400, -2.393036], [-8.190203, -3.933883, -1.854905], [-1.993197, 1.889562, -6.943482], [-1.134509, 1.899075, -8.158531], [-0.051132, 2.441675, -8.076592], [-1.579470, 1.359741, -9.146903], [-1.468494, 2.402811, -6.145341], [-2.918617, 2.401688, -7.190253], [-2.177293, 0.851563, -6.682243]], "atomic_forces_ev_per_a": [[-1.9, -2.3, 0.1], [2.0, 1.9, -0.3], [0.2, 0.1, 0.3], [-0.8, -1.1, 0.3], [0.2, -0.1, -0.7], [0.1, 0.1, -0.3], [-0.7, 0.8, 1.1], [0.6, -0.5, -0.3], [0.7, 1.1, 0.2], [-0.5, -0.5, -0.1], [-0.1, -0.4, -0.1], [0.1, 1.0, 0.2], [0.1, -0.3, 0.7], [-0.4, 0.5, -1.6], [0.0, -0.1, 0.2], [-0.3, 0.1, 0.2], [0.4, -0.8, -0.2], [-0.5, 0.3, -0.4], [0.1, 0.2, 1.2], [-0.1, -0.3, -0.6], [0.2, 0.3, 0.8], [-0.1, -1.1, -0.5], [0.3, 1.2, 0.7], [0.0, -1.0, -0.2], [-0.3, 0.6, 0.7], [0.0, -0.4, -1.3], [-0.2, -1.0, 0.2], [0.6, 1.2, -0.1], [0.0, -0.6, 0.1], [0.2, -0.7, 0.3], [-0.5, 1.2, -1.6], [0.6, 0.5, 0.2], [1.1, 0.9, 0.2], [0.7, -1.2, 1.6], [-1.0, -1.2, -0.1], [-0.3, 0.7, -0.7], [-0.3, -0.4, 0.3], [0.0, 0.3, -0.1], [0.1, 0.1, 0.1], [0.1, 0.4, -0.2], [-0.1, 0.1, 0.1], [0.1, -0.1, -0.1], [-0.1, -0.1, 0.0], [0.1, -0.2, 0.1], [-0.5, -0.1, -0.2], [0.1, 0.0, 0.0], [0.4, -0.4, 0.3], [0.3, -0.2, 0.7], [-0.1, -0.1, 0.1], [0.1, -0.1, 0.0], [-0.2, 0.1, 0.0], [0.3, 0.1, 0.1], [-0.1, 0.4, 0.3], [-0.1, 0.0, -0.6], [0.3, -0.2, -0.1], [0.1, 0.3, 0.6], [-0.1, -0.1, -0.4], [0.2, 0.2, -0.1], [0.1, 0.0, 0.1], [0.1, -0.1, 0.0], [0.1, -0.1, -0.1], [-0.2, 0.2, -0.2], [-0.2, 0.0, 0.0], [0.1, 0.2, 0.1], [-0.1, 0.1, -0.2], [-0.1, -0.3, -0.1], [0.0, 0.0, -0.2], [0.0, 0.2, 0.0], [0.1, 0.1, -0.1], [0.2, -0.2, -0.1], [0.0, -0.2, -0.3], [0.0, 0.1, 0.2], [-0.2, 0.4, 0.3], [0.1, 0.2, 0.2], [-0.1, 0.2, 0.2], [-0.4, -0.3, -0.4], [-0.1, 0.1, -0.1], [0.1, 0.1, -0.2], [-0.1, 0.2, 0.1], [-0.2, 0.3, -0.1], [0.1, 0.0, 0.0], [-0.3, -0.4, -0.1], [0.0, -0.1, 0.0], [0.0, 0.0, -0.1], [-0.1, -0.1, -0.3], [-0.2, 0.1, 0.2], [-0.1, 0.1, 0.2], [0.1, 0.2, -0.1], [0.0, -0.1, 0.0], [0.0, 0.0, -0.1], [0.1, 0.1, -0.1], [0.1, -0.2, 0.0], [0.2, -0.2, 0.0], [0.2, -0.1, 0.0], [0.0, 0.2, 0.0], [-0.1, 0.0, 0.0], [-0.1, 0.0, 0.0], [0.0, 0.1, 0.1], [-0.1, 0.1, 0.0], [0.1, 0.0, -0.2], [0.0, -0.1, -0.2], [0.0, 0.1, 0.1], [0.1, -0.3, -0.1], [-0.1, 0.0, 0.0], [0.0, -0.1, 0.1], [0.0, 0.0, 0.1], [0.1, 0.2, 0.0], [0.1, 0.1, 0.1], [-0.1, 0.0, -0.1], [0.1, 0.2, 0.3], [0.0, -0.1, -0.1], [0.0, -0.1, 0.1], [-0.1, 0.0, 0.0], [0.3, -0.1, 0.0], [0.1, -0.2, 0.1], [-0.1, 0.2, 0.3], [0.0, 0.1, 0.0], [0.0, 0.1, -0.1], [-0.1, 0.0, 0.0], [-0.1, 0.0, 0.1], [0.1, 0.2, 0.0], [0.0, 0.1, 0.0], [0.0, 0.0, -0.1], [0.0, -0.1, 0.0], [0.0, -0.1, -0.1], [0.0, -0.1, 0.1], [-0.1, -0.1, 0.0], [0.1, -0.2, 0.1], [0.0, -0.1, 0.0], [0.0, 0.0, 0.0], [0.0, 0.0, 0.0], [0.0, 0.0, 0.0], [-0.1, 0.1, -0.1], [-0.1, 0.1, 0.0], [0.1, 0.1, 0.2], [-0.1, 0.0, 0.1], [0.0, 0.0, -0.1], [0.0, 0.0, 0.0], [0.0, 0.0, 0.0], [0.0, -0.1, -0.1], [-0.1, 0.0, -0.1], [0.0, 0.0, 0.2], [0.0, 0.1, 0.1], [0.0, 0.0, 0.0], [0.0, 0.0, 0.0], [0.1, 0.0, -0.1], [0.0, -0.1, -0.1], [-0.1, 0.0, -0.1]], "lowdin_charge": [0.179, -0.148, -0.030, -0.130, -0.616, 0.722, -0.300, -0.103, -0.261, 0.058, 0.108, -0.241, 0.088, -0.084, -0.144, -0.179, -0.175, -0.205, -0.180, -0.198, -0.196, -0.213, -0.231, -0.268, -0.117, -0.084, -0.141, -0.199, -0.040, -0.150, -0.181, -0.046, -0.081, -0.099, -0.020, -0.289, 0.054, 0.047, 0.123, 0.119, 0.107, 0.142, 0.123, 0.125, 0.106, 0.138, 0.114, 0.116, 0.116, 0.098, 0.117, 0.089, 0.109, 0.081, 0.093, 0.063, 0.109, 0.106, 0.103, 0.105, 0.075, 0.096, 0.100, 0.104, 0.121, 0.097, 0.103, 0.095, 0.078, 0.067, 0.055, 0.143, 0.114, 0.127, 0.092, 0.086, 0.122, 0.095, 0.113, 0.126, 0.120, 0.077, 0.115, 0.127, 0.077, 0.052, -0.432, 0.061, 0.051, 0.102, 0.074, 0.061, 0.057, -0.431, 0.018, 0.100, 0.094, 0.074, 0.107, 0.063, -0.424, 0.073, 0.050, 0.099, 0.097, 0.106, 0.051, -0.437, 0.079, 0.050, 0.095, 0.095, 0.104, 0.063, -0.426, 0.028, 0.081, 0.090, 0.104, 0.107, 0.047, -0.444, 0.043, 0.082, 0.093, 0.102, 0.098, 0.047, -0.441, 0.041, 0.093, 0.087, 0.101, 0.103, 0.048, -0.443, 0.055, 0.074, 0.062, 0.105, 0.107, 0.043, -0.456, 0.060, 0.071, 0.087, 0.104, 0.071]}